Entry one
C18H30AuCl2N7O3 as an isolated structure, computed with ωB97M-V/def2-TZVPD.

* HOMO level (spin up / spin down): -6.63 / -7.35 eV
* Kohn-Sham gap (spin up / spin down): 7.0598 / 4.4912 eV
* 2S+1: 3
* expectation value of S²: 2.013

Last column: Mulliken spin population.
Geometry (Å):
O (0.645, -2.933, -0.558)  0.03
C (1.542, -3.617, -0.074)  0.04
C (1.884, -4.980, -0.644)  0.02
C (0.824, -5.815, -1.072)  0.01
H (-0.222, -5.521, -0.796)  0.00
C (1.067, -7.003, -1.768)  0.00
H (0.229, -7.669, -2.044)  0.00
C (2.374, -7.372, -2.071)  0.00
H (2.585, -8.286, -2.562)  0.00
C (3.434, -6.538, -1.728)  0.00
H (4.461, -6.813, -1.950)  0.00
C (3.183, -5.368, -1.042)  0.01
H (3.998, -4.712, -0.766)  -0.01
H (3.189, -3.386, 0.453)  0.09
C (2.200, -3.699, 2.632)  0.03
C (2.409, -3.072, 1.187)  0.07
H (2.631, -3.122, 3.476)  0.00
H (2.634, -4.691, 2.655)  0.00
H (1.120, -3.906, 2.885)  0.00
C (2.469, -1.612, 1.188)  0.58
C (2.304, -0.559, 2.226)  -0.05
H (2.770, -1.226, 0.222)  0.08
H (3.097, -0.481, 2.986)  0.06
H (1.355, -0.609, 2.814)  0.03
H (2.277, 0.413, 1.700)  0.02
Au (-0.943, -1.995, -1.853)  0.03
Cl (-1.541, -1.353, 0.754)  0.50
Cl (1.369, -0.841, -2.529)  0.01
C (-1.710, 1.440, 0.302)  0.30
O (-1.409, 1.881, -0.791)  0.26
N (-2.238, 2.125, 1.337)  0.04
C (-2.379, 3.567, 1.226)  0.01
C (-2.759, 1.477, 2.531)  0.01
H (-1.552, 0.304, 0.562)  -0.16
H (-1.895, 3.886, 0.296)  0.00
H (-1.910, 4.039, 2.096)  0.00
H (-3.445, 3.831, 1.220)  0.00
H (-2.527, 0.411, 2.508)  -0.01
H (-3.841, 1.608, 2.589)  0.00
H (-2.323, 1.934, 3.417)  0.00
H (2.738, 4.899, -2.276)  0.00
H (2.910, 3.111, -3.858)  0.00
C (2.983, 4.241, -1.435)  0.00
C (3.180, 2.420, -3.071)  0.00
N (2.649, 2.888, -1.819)  0.00
H (2.417, 4.525, -0.545)  0.00
C (2.130, 2.031, -0.906)  0.00
O (1.936, 2.276, 0.283)  0.00
H (2.802, 1.436, -3.306)  0.00
H (1.821, 1.050, -1.343)  0.00
H (4.059, 4.337, -1.242)  0.00
H (4.266, 2.389, -3.052)  0.00
N (-4.900, 1.641, -2.449)  0.00
N (-3.752, 0.901, -2.748)  0.00
N (-2.741, 1.352, -3.486)  0.00
C (-1.791, 0.436, -3.337)  0.00
N (-2.170, -0.480, -2.440)  0.01
N (-3.378, -0.145, -1.986)  0.00
H (-5.536, 1.026, -1.962)  0.00
H (-5.258, 1.999, -3.358)  0.00
H (-0.833, 0.415, -3.836)  0.00

=====

Entry two
C18H30AuCl2N7O3 as an isolated structure, computed with ωB97M-V/def2-TZVPD.

* HOMO level (spin up / spin down): -8.31 / -8.50 eV
* Kohn-Sham gap (spin up / spin down): 8.5014 / 6.3576 eV
* 2S+1: 3
* expectation value of S²: 2.012

Last column: Mulliken spin population.
Geometry (Å):
O (0.634, -1.349, 0.583)  0.60
C (1.661, -1.828, 1.371)  0.09
C (2.990, -1.482, 0.730)  -0.05
C (3.112, -1.612, -0.666)  0.01
H (2.332, -2.144, -1.226)  0.01
C (4.191, -1.012, -1.325)  -0.01
H (4.173, -0.947, -2.420)  0.00
C (5.265, -0.505, -0.574)  0.02
H (6.130, -0.093, -1.090)  0.00
C (5.216, -0.512, 0.825)  -0.01
H (6.058, -0.146, 1.415)  0.00
C (4.066, -0.977, 1.473)  0.02
H (4.012, -0.965, 2.561)  0.00
H (2.890, -3.182, 2.556)  0.00
C (0.850, -4.042, 2.461)  0.01
C (1.842, -2.902, 2.422)  0.08
H (0.755, -4.396, 3.492)  0.01
H (1.207, -4.878, 1.855)  0.00
H (-0.137, -3.729, 2.093)  0.00
C (1.446, -1.581, 2.887)  0.19
C (0.044, -1.304, 3.354)  -0.02
H (2.210, -0.941, 3.347)  0.03
H (-0.160, -1.734, 4.349)  0.01
H (-0.712, -1.666, 2.640)  0.00
H (-0.080, -0.219, 3.429)  0.01
Au (-0.294, -0.041, -1.079)  0.55
Cl (-1.294, 0.012, -3.303)  0.25
Cl (1.676, 1.252, -1.031)  0.13
H (1.334, 2.873, -4.670)  0.00
H (-0.137, 2.626, -6.215)  0.00
C (0.689, 2.885, -3.786)  0.00
C (-0.985, 2.425, -5.556)  0.00
N (-0.686, 2.957, -4.240)  0.00
H (0.914, 3.748, -3.148)  0.00
C (-1.686, 3.123, -3.339)  0.00
O (-1.522, 3.291, -2.127)  0.00
H (-1.890, 2.908, -5.939)  0.00
H (-2.696, 3.093, -3.802)  0.00
H (0.861, 1.975, -3.191)  0.00
H (-1.160, 1.341, -5.506)  0.00
H (-2.700, 2.143, 3.138)  0.00
H (-1.079, 3.718, 0.289)  0.00
C (-2.051, 1.476, 2.548)  0.00
C (-0.779, 2.910, 0.983)  0.01
N (-1.879, 1.988, 1.210)  -0.01
H (-2.506, 0.479, 2.516)  0.00
C (-2.843, 1.739, 0.293)  0.00
O (-3.834, 1.037, 0.533)  0.00
H (0.078, 2.378, 0.516)  0.00
H (-2.652, 2.235, -0.683)  0.00
H (-1.068, 1.432, 3.030)  0.00
H (-0.473, 3.317, 1.957)  0.00
N (-4.205, -1.887, 1.996)  0.00
N (-3.452, -1.897, 0.839)  0.01
N (-4.114, -1.827, -0.352)  0.00
C (-3.177, -1.336, -1.138)  -0.01
N (-2.029, -1.054, -0.464)  0.07
N (-2.234, -1.371, 0.830)  0.00
H (-3.684, -2.337, 2.740)  0.00
H (-5.108, -2.306, 1.799)  0.00
H (-3.329, -1.159, -2.191)  0.00

=====

entry two (239.2 kJ/mol below the next structure)

=====

Entry one
A 2-piece molecular cluster, H4O2 overall, computed with ωB97M-V/def2-TZVPD.

* SMILES: O.O
* HOMO level: -10.88 eV
* Kohn-Sham gap: 11.5684 eV

Last column: Löwdin charge in e.
Geometry (Å):
O (-1.626, -0.107, -0.032)  -0.12
H (-0.630, 0.008, -0.043)  0.01
H (-1.842, 0.815, 0.300)  0.06
O (1.445, -0.002, -0.028)  0.03
H (2.000, 0.732, -0.083)  0.02
H (1.919, -0.688, 0.307)  0.00

=====

Entry two
A 2-piece molecular cluster, H4O2 overall, computed with ωB97M-V/def2-TZVPD.

* SMILES: O.O
* HOMO level: -11.16 eV
* Kohn-Sham gap: 11.7945 eV

Last column: Löwdin charge in e.
Geometry (Å):
O (-1.736, -0.560, 0.580)  -0.10
H (-1.473, -1.515, 0.383)  0.07
H (-1.032, 0.031, 0.264)  0.00
O (1.069, 0.541, -0.591)  -0.07
H (1.932, 0.774, -0.982)  0.05
H (1.238, 0.729, 0.346)  0.04

=====

entry two (9.1 kJ/mol below the next structure)

=====

Entry one
A 2-piece molecular cluster, H4O2 overall, computed with ωB97M-V/def2-TZVPD.

* SMILES: O.O
* HOMO level: -11.53 eV
* Kohn-Sham gap: 12.2345 eV

Last column: Löwdin charge in e.
Geometry (Å):
O (-1.211, -1.411, 1.574)  -0.06
H (-2.108, -1.153, 1.319)  0.04
H (-0.648, -0.635, 1.576)  0.03
O (1.601, 1.042, -1.213)  -0.06
H (1.568, 0.588, -2.059)  0.03
H (0.798, 1.569, -1.196)  0.03

=====

Entry two
A 2-piece molecular cluster, H4O2 overall, computed with ωB97M-V/def2-TZVPD.

* SMILES: O.O
* HOMO level: -11.07 eV
* Kohn-Sham gap: 12.0761 eV

Last column: Löwdin charge in e.
Geometry (Å):
O (0.581, 0.812, 0.885)  -0.08
H (0.660, -0.091, 1.261)  0.05
H (1.409, 1.238, 1.139)  0.04
O (-0.521, -0.563, -1.137)  -0.08
H (-1.175, -0.013, -0.692)  0.03
H (-0.953, -1.384, -1.455)  0.05

=====

entry one (5.0 kJ/mol below the next structure)

=====

Entry one
A 2-piece molecular cluster, H4O2 overall, computed with ωB97M-V/def2-TZVPD.

* SMILES: O.O
* HOMO level: -10.72 eV
* Kohn-Sham gap: 11.3239 eV

Last column: Löwdin charge in e.
Geometry (Å):
O (-0.620, -0.240, 1.482)  -0.09
H (0.020, -0.020, 2.147)  0.01
H (-0.354, -0.080, 0.541)  0.00
O (0.545, 0.079, -1.021)  -0.04
H (0.391, 0.812, -1.621)  0.06
H (0.017, -0.552, -1.527)  0.06

=====

Entry two
A 2-piece molecular cluster, H4O2 overall, computed with ωB97M-V/def2-TZVPD.

* SMILES: O.O
* HOMO level: -11.10 eV
* Kohn-Sham gap: 11.6456 eV

Last column: Löwdin charge in e.
Geometry (Å):
O (-1.636, -0.074, 0.032)  -0.13
H (-0.699, -0.396, -0.284)  0.05
H (-1.391, 0.885, -0.026)  0.04
O (1.497, -0.004, -0.098)  -0.12
H (1.491, 0.912, 0.341)  0.09
H (1.708, -0.775, 0.498)  0.07

=====

Entry three
A 2-piece molecular cluster, H4O2 overall, computed with ωB97M-V/def2-TZVPD.

* SMILES: O.O
* HOMO level: -11.01 eV
* Kohn-Sham gap: 11.8654 eV

Last column: Löwdin charge in e.
Geometry (Å):
O (-0.765, 0.675, 1.003)  -0.10
H (-0.718, 0.196, 0.134)  0.02
H (-1.611, 1.140, 1.002)  0.03
O (0.724, -0.717, -0.930)  -0.06
H (1.234, -0.009, -1.387)  0.07
H (1.423, -0.998, -0.331)  0.05

=====

Entry four
A 2-piece molecular cluster, H4O2 overall, computed with ωB97M-V/def2-TZVPD.

* SMILES: O.O
* HOMO level: -11.61 eV
* Kohn-Sham gap: 12.1171 eV

Last column: Löwdin charge in e.
Geometry (Å):
O (-0.528, -1.636, -0.973)  -0.11
H (-0.791, -2.577, -0.885)  0.04
H (-0.385, -1.301, -0.018)  0.07
O (0.875, 2.035, 0.466)  -0.08
H (0.482, 2.196, 1.336)  0.03
H (0.347, 1.284, 0.075)  0.05

=====

entry three (10.8 kJ/mol below the next structure)

=====

Entry one
A 2-piece molecular cluster, H4O2 overall, computed with ωB97M-V/def2-TZVPD.

* SMILES: O.O
* HOMO level: -11.03 eV
* Kohn-Sham gap: 11.7077 eV

Last column: Löwdin charge in e.
Geometry (Å):
O (-0.553, -0.584, 1.332)  -0.08
H (-0.199, -1.449, 1.061)  0.04
H (-0.525, -0.105, 0.489)  -0.01
O (0.397, 0.596, -1.264)  -0.05
H (0.598, 1.511, -1.022)  0.06
H (1.245, 0.170, -1.418)  0.05

=====

Entry two
A 2-piece molecular cluster, H4O2 overall, computed with ωB97M-V/def2-TZVPD.

* SMILES: O.O
* HOMO level: -11.16 eV
* Kohn-Sham gap: 11.7565 eV

Last column: Löwdin charge in e.
Geometry (Å):
O (-1.176, 0.646, 0.108)  -0.08
H (-1.014, 0.320, 1.000)  0.04
H (-0.718, 1.528, 0.015)  0.08
O (1.314, -0.812, -0.649)  -0.12
H (1.214, -1.147, 0.310)  0.07
H (0.380, -0.535, -0.783)  0.00

=====

entry one (16.9 kJ/mol below the next structure)

=====

Entry one
A 2-piece molecular cluster, H4O2 overall, computed with ωB97M-V/def2-TZVPD.

* SMILES: O.O
* HOMO level: -10.60 eV
* Kohn-Sham gap: 11.0846 eV

Last column: Löwdin charge in e.
Geometry (Å):
O (1.237, 0.013, 0.011)  -0.08
H (1.873, 0.754, -0.053)  0.07
H (1.864, -0.755, -0.084)  0.08
O (-1.458, -0.083, -0.028)  -0.10
H (-0.528, -0.320, 0.237)  0.00
H (-1.443, 0.878, 0.038)  0.02

=====

Entry two
A 2-piece molecular cluster, H4O2 overall, computed with ωB97M-V/def2-TZVPD.

* SMILES: O.O
* HOMO level: -11.21 eV
* Kohn-Sham gap: 11.7322 eV

Last column: Löwdin charge in e.
Geometry (Å):
O (-0.878, 0.783, -0.633)  -0.09
H (-0.678, 1.171, 0.228)  0.04
H (-1.828, 1.163, -0.739)  0.11
O (1.075, -0.878, 0.563)  -0.06
H (0.347, -1.313, 1.042)  0.05
H (0.589, -0.261, 0.033)  -0.04

=====

Entry three
A 2-piece molecular cluster, H4O2 overall, computed with ωB97M-V/def2-TZVPD.

* SMILES: O.O
* HOMO level: -10.77 eV
* Kohn-Sham gap: 11.3910 eV

Last column: Löwdin charge in e.
Geometry (Å):
O (-0.442, -1.334, -0.299)  -0.05
H (-1.264, -1.484, 0.143)  0.02
H (-0.151, -0.456, -0.151)  -0.06
O (0.517, 1.150, 0.223)  -0.03
H (0.197, 1.801, -0.429)  0.08
H (0.619, 1.607, 1.044)  0.04

=====

entry three (9.7 kJ/mol below the next structure)

=====

Entry one
A 2-piece molecular cluster, H4O2 overall, computed with ωB97M-V/def2-TZVPD.

* SMILES: O.O
* HOMO level: -11.58 eV
* Kohn-Sham gap: 12.4649 eV

Last column: Löwdin charge in e.
Geometry (Å):
O (1.133, 1.878, -1.009)  -0.04
H (0.819, 2.404, -1.728)  0.02
H (0.813, 0.999, -1.165)  0.02
O (-0.727, -1.962, 1.051)  -0.02
H (-1.655, -1.868, 1.095)  0.01
H (-0.383, -1.451, 1.755)  0.01

=====

Entry two
A 2-piece molecular cluster, H4O2 overall, computed with ωB97M-V/def2-TZVPD.

* SMILES: O.O
* HOMO level: -10.99 eV
* Kohn-Sham gap: 11.6250 eV

Last column: Löwdin charge in e.
Geometry (Å):
O (-10.712, -2.834, 0.516)  -0.09
H (-9.976, -2.424, 1.025)  0.04
H (-11.074, -2.101, -0.030)  0.01
O (-12.236, -0.045, -0.164)  -0.08
H (-11.807, 0.840, -0.131)  0.06
H (-12.951, 0.051, -0.834)  0.06

=====

entry two (9.8 kJ/mol below the next structure)

=====

Entry one
A 2-piece molecular cluster, H2NO3S overall, computed with ωB97M-V/def2-TZVPD.

* HOMO level (spin up / spin down): -2.60 / -2.60 eV
* Kohn-Sham gap (spin up / spin down): 6.7904 / 6.7861 eV
* total charge: -1

Last column: Löwdin charge in e.
Geometry (Å):
N (-0.828, -0.011, -0.775)  -0.26
O (-0.450, 0.966, 2.365)  -0.59
O (1.365, -0.318, 1.138)  -0.59
O (0.105, -0.819, -1.576)  -0.28
S (0.398, 0.819, 1.154)  0.69
H (-0.760, 0.979, -1.256)  0.01
H (0.169, -1.616, -1.051)  0.02

=====

Entry two
A 2-piece molecular cluster, H2NO3S overall, computed with ωB97M-V/def2-TZVPD.

* HOMO level (spin up / spin down): -5.42 / -3.24 eV
* Kohn-Sham gap (spin up / spin down): 9.3493 / 6.4996 eV
* total charge: -1

Last column: Löwdin charge in e.
Geometry (Å):
N (-1.906, -0.311, 0.041)  -0.02
O (1.462, 1.453, 1.193)  -0.41
O (1.659, -0.998, 0.623)  -0.47
O (1.182, 0.673, -1.153)  -0.47
S (1.135, 0.379, 0.318)  0.49
H (-1.842, 0.145, -0.857)  -0.09
H (-1.690, -1.342, -0.165)  -0.03

=====

entry two (42.7 kJ/mol below the next structure)